(1)
Here is the ion C15H25ClN3O5 with charge +1 from OMol25. Energies are from ωB97M-V/def2-TZVPD.

The orbital gap comes out at 6.975 eV. As for the net charge: +1. The value obtained for the energy is -43168.6904 eV. As for the SMILES: [H]/N=C(/C)Cc1c(C[C@H](O)CN)c(O)cc(COCOCCO)[n+]1Cl.

Element x y z (Å)
N  4.191  -3.266  -1.334
C  3.059  -4.199  -0.894
H  2.453  -1.039  1.738
H  -2.368  3.102  1.918
C  -1.068  0.245  -2.138
H  1.893  -4.336  -3.704
H  -1.647  4.732  -2.647
C  0.695  -1.482  3.125
H  1.948  -2.749  -2.263
C  -2.344  4.539  -1.697
N  1.557  -1.345  4.218
C  -2.609  5.321  0.604
H  -2.191  -2.464  -3.150
H  -1.251  -2.670  3.121
O  -1.192  -2.319  -3.171
H  -1.647  0.690  -3.063
H  -1.134  -1.398  4.547
H  -1.441  -0.744  2.724
H  -0.343  3.474  -0.196
Cl  0.810  1.620  1.619
O  1.498  -4.761  -2.865
H  -3.438  4.824  -2.065
C  1.406  -1.605  1.653
H  5.075  -3.794  -1.509
O  -1.932  5.529  -0.687
C  1.720  -3.802  -1.757
O  -1.899  3.742  2.538
C  -0.937  -1.554  3.403
C  -0.507  1.193  -0.879
H  -0.284  3.132  -2.059
H  3.320  -5.343  -1.049
C  -0.788  -1.373  -2.119
N  0.251  0.581  0.312
H  -1.545  5.881  2.626
C  0.559  -0.928  0.417
C  0.365  -3.579  -0.819
C  0.055  -1.959  -0.800
O  -2.253  3.127  -1.219
C  -1.540  4.988  1.835
H  4.347  -2.506  -0.624
C  -0.816  2.813  -1.039
H  2.553  -1.348  3.895
H  1.676  -2.739  1.497
H  -0.430  4.902  1.459
H  0.442  -4.072  0.240
H  2.914  -4.036  0.256
H  -3.506  4.560  0.568
H  -3.093  6.371  0.899
H  -0.548  -4.107  -1.377

(2)
Here is a structure of composition C15H25CoN2O6Si from OMol25. Energies are from ωB97M-V/def2-TZVPD.

The orbital gap (alpha / beta) comes out at 7.671 / 7.606 eV. As for the net charge: -1. The value obtained for the energy is -76734.5781 eV. Its multiplicity is 2.

Element x y z (Å)
N  -0.908  0.116  -0.734
C  0.108  -1.664  3.334
C  -0.988  -1.570  -4.017
H  -0.976  3.416  -0.837
H  -1.401  -1.515  -5.018
H  -4.002  -0.395  -0.867
H  1.875  3.871  1.329
C  3.174  -1.700  0.578
O  1.929  -1.989  0.810
O  4.120  -2.400  0.886
H  -3.837  0.602  -2.311
H  1.452  2.965  -0.164
H  2.434  1.279  2.755
N  0.068  -1.727  -1.510
H  2.826  2.442  0.798
H  -1.969  0.222  -3.358
O  0.551  -0.508  2.661
H  -4.619  1.262  -0.875
H  1.438  -4.515  -2.622
H  1.460  2.581  3.483
C  0.502  0.664  3.444
C  -2.502  1.544  1.308
O  2.263  0.261  -0.466
O  4.490  0.150  -0.284
Co  0.681  -0.742  0.156
H  2.475  -3.175  -2.110
C  3.369  -0.297  -0.107
H  -0.966  -1.610  3.554
H  -2.628  0.592  1.830
C  1.482  -3.618  -2.003
H  0.183  -3.345  -4.424
C  -1.328  -0.607  -3.093
C  0.442  -2.622  -2.419
H  -2.695  3.583  -1.220
C  -0.778  -0.702  -1.796
C  -3.803  0.620  -1.221
O  0.937  2.040  1.561
H  0.319  -2.504  2.678
C  1.827  2.882  0.852
C  -0.101  -2.597  -3.697
Si  -2.170  1.255  -0.513
H  -1.679  2.085  1.771
H  0.861  0.437  4.457
H  -0.523  1.046  3.521
C  1.420  1.695  2.831
H  -3.422  2.123  1.429
H  -1.597  2.814  -2.374
C  -1.827  2.924  -1.312
H  1.372  -3.873  -0.951
H  0.657  -1.797  4.274

(3)
Here is a structure of composition C15H25EuN4O3S from OMol25. Energies are from ωB97M-V/def2-TZVPD.

The orbital gap (alpha / beta) comes out at 4.795 / 7.526 eV. As for the net charge: +2. The value obtained for the energy is -58215.3144 eV. Its multiplicity is 7.

Element x y z (Å)
N  8.588  5.006  8.164
N  7.044  10.386  12.358
H  5.124  7.096  4.476
C  6.417  8.445  7.144
H  11.419  4.768  10.296
H  8.466  10.450  13.898
C  10.998  5.746  10.524
H  6.730  10.466  14.381
H  7.729  12.422  12.102
C  10.271  7.395  12.163
H  10.103  7.668  13.211
C  8.465  4.682  7.031
C  5.850  7.026  5.346
H  4.289  9.379  5.042
H  6.111  12.017  11.391
O  6.711  7.433  7.827
Eu  8.075  6.914  9.567
C  10.363  8.397  11.186
H  6.333  12.196  13.096
C  5.371  9.447  5.176
O  7.311  9.835  8.922
H  5.798  10.495  7.778
C  10.640  6.080  11.822
C  6.693  9.856  7.664
H  10.128  9.436  11.491
H  7.543  8.989  13.834
H  10.650  5.323  12.619
H  6.058  5.663  11.370
H  5.528  6.310  6.094
H  11.225  6.438  8.540
C  7.460  10.053  13.715
C  10.633  8.075  9.856
C  6.328  9.992  9.980
H  10.622  8.749  9.035
H  6.881  6.762  5.062
H  5.617  10.405  5.692
H  5.514  9.292  9.787
H  5.865  11.017  9.916
C  6.807  11.796  12.174
H  5.863  9.427  4.195
N  5.874  8.335  5.958
H  7.006  4.302  11.081
C  6.911  9.530  11.344
S  8.334  4.055  5.552
N  6.617  5.151  10.696
H  7.488  10.361  7.070
H  5.897  4.887  9.992
O  7.066  8.293  11.425
C  10.920  6.729  9.530

(4)
Here is a structure of composition C15H25IrN4O5S from OMol25. Energies are from ωB97M-V/def2-TZVPD.

The orbital gap comes out at 6.743 eV. As for the net charge: +2. The value obtained for the energy is -45818.1142 eV.

Element x y z (Å)
H  3.547  1.787  2.140
H  0.561  -6.413  1.413
H  -4.046  2.019  -2.345
H  0.120  -2.787  -3.292
H  2.074  2.820  -1.175
H  -3.480  2.869  -4.594
C  0.447  2.886  1.011
H  2.828  3.897  0.004
H  -2.306  -2.424  3.514
H  3.581  2.350  -0.366
C  2.583  2.295  2.212
H  0.419  1.122  -4.284
S  1.516  -2.060  -1.094
H  -0.045  0.406  1.424
C  -0.901  0.833  -2.612
H  2.025  1.887  3.060
C  2.622  2.854  -0.232
H  0.536  0.499  -1.051
H  -0.698  -1.345  -3.827
H  -1.430  -0.892  3.559
H  2.525  0.364  0.322
O  0.210  -5.939  2.191
C  -0.306  -3.897  3.226
C  -2.064  -1.482  1.594
H  0.578  3.953  1.185
C  -2.145  1.080  -2.051
Ir  0.677  -2.018  1.061
O  0.623  -4.104  1.005
C  0.215  -4.660  2.034
O  -1.130  -1.425  0.628
C  -1.506  2.036  -4.588
C  -1.569  -1.816  2.998
H  -2.394  0.677  -1.077
H  0.319  -4.123  4.092
C  1.814  2.221  0.895
N  -0.104  -1.815  -3.156
O  -3.205  -1.218  1.384
N  0.893  0.002  1.402
H  -1.320  -4.239  3.437
C  -0.568  1.304  -3.874
O  -0.273  -2.485  2.977
C  -2.753  2.295  -4.036
N  1.616  0.804  0.446
N  0.065  0.076  -1.858
H  -0.140  2.511  1.855
H  -0.131  2.771  0.091
H  1.292  0.130  2.338
C  0.374  -1.171  -2.108
H  -1.257  2.411  -5.571
C  -3.072  1.820  -2.770
H  2.781  3.337  2.462

(5)
Here is a structure of composition C15H25IrN4O8S2 from OMol25. Energies are from ωB97M-V/def2-TZVPD.

The orbital gap (alpha / beta) comes out at 7.620 / 7.609 eV. As for the net charge: 0. The value obtained for the energy is -62809.2974 eV.

Element x y z (Å)
O  0.235  -2.025  3.272
C  0.662  3.447  -1.188
O  -0.834  0.151  3.407
H  3.209  1.841  -0.024
Ir  -0.115  -0.012  -0.049
H  2.223  -2.071  -2.269
H  0.469  2.970  2.242
H  -2.331  1.149  0.843
O  -1.157  -1.228  1.390
O  3.789  0.990  -0.196
H  4.029  0.426  2.164
H  2.709  -3.074  0.069
C  0.182  -1.564  -2.510
H  3.903  -3.007  5.436
C  3.239  -3.419  4.677
C  3.010  -3.295  2.178
H  4.038  -0.857  4.278
C  3.739  -0.614  2.176
C  2.997  -2.591  0.993
H  -1.084  3.499  -2.422
H  -1.776  4.522  -0.356
O  -0.134  -2.333  -3.385
S  3.248  -0.409  -0.521
H  -1.842  1.263  -1.772
H  2.213  -3.331  5.040
O  4.142  -1.062  -1.430
H  -1.938  3.340  1.747
C  1.623  -1.166  -2.309
N  -1.385  1.446  1.064
H  1.014  1.885  0.146
H  0.707  4.541  -1.239
S  -0.235  -0.881  2.566
O  0.874  -0.188  1.699
H  -0.378  1.213  -2.471
C  -1.723  3.431  -0.380
N  -0.875  1.543  -1.651
H  -1.240  1.152  2.047
C  -1.275  2.923  0.983
H  0.147  4.491  1.386
O  -0.686  -0.945  -1.738
H  3.459  -4.479  4.553
C  3.358  -2.676  3.377
H  1.929  -0.630  -3.210
H  2.825  4.104  -0.034
H  1.343  3.051  -1.948
H  2.673  3.405  1.437
C  3.749  -1.342  3.354
C  1.097  2.963  0.183
C  3.351  -1.245  1.007
H  2.720  -4.339  2.182
C  0.149  3.400  1.287
H  -2.735  3.071  -0.597
N  1.785  -0.296  -1.100
N  2.513  3.266  0.445
C  -0.774  3.007  -1.494